[1]
ORCA calculation (the ωB97M-V functional and the def2-TZVPD basis) on a structure of composition C32H35BrN8Ru.

Results
* LUMO level (spin up / spin down): -2.14 / -3.63 eV
* E_HOMO (spin up / spin down): -9.20 / -10.28 eV
* HOMO-LUMO gap (spin up / spin down): 7.06 / 6.65 eV
* expectation value of S²: 8.8443
* energy: -4347.12372 a.u.
* energy relative to the best compared isomer or geometry (same formula, charge and spin): 2.3862 eV

Structure (ORCA input):
```
! RIJCOSX wB97M-V def2-TZVPD def2/J DEFGRID3
* xyz 1 6
Ru 0.15 0.14 -0.41
C -3.30 2.01 -0.49
N -2.66 2.49 0.74
C -3.21 3.76 1.17
C -2.69 1.47 1.75
C -3.88 1.13 2.38
C -3.93 0.11 3.32
C -2.78 -0.60 3.62
C -1.59 -0.26 3.01
C -1.52 0.79 2.09
N -0.26 1.05 1.47
C 0.77 1.29 2.28
C 0.64 1.53 3.70
C 1.78 1.57 4.51
C 3.00 1.17 4.04
C 3.12 0.58 2.66
C 2.12 1.25 1.77
N 2.43 1.79 0.54
C 3.69 1.43 -0.08
C 2.13 3.22 0.39
H -4.39 1.90 -0.38
H -3.11 2.72 -1.30
H -2.89 1.04 -0.77
H -4.29 3.74 1.37
H -2.70 4.10 2.07
H -3.05 4.50 0.38
H -4.78 1.66 2.12
H -4.87 -0.15 3.78
H -2.80 -1.42 4.33
H -0.69 -0.83 3.21
H -0.34 1.72 4.10
H 1.69 1.92 5.53
H 3.88 1.22 4.67
H 4.13 0.72 2.28
H 4.54 1.99 0.34
H 3.89 0.36 0.04
H 3.64 1.67 -1.14
H 2.86 3.81 0.96
H 2.19 3.50 -0.65
H 1.13 3.43 0.76
C 1.52 -0.06 -3.06
N 0.67 -0.91 -2.20
C 1.29 -2.21 -1.89
C 2.11 -2.10 -0.65
N 1.88 -1.24 0.32
C 2.73 -1.57 1.35
C 2.82 -0.96 2.70
C 3.84 -1.69 3.54
C 4.59 -2.74 3.10
C 4.46 -3.27 1.80
C 3.50 -2.66 0.98
N 3.09 -2.97 -0.31
C 1.04 1.35 -2.91
N 0.38 1.75 -1.84
C 0.08 3.09 -2.06
C -0.63 4.00 -1.27
C -0.75 5.28 -1.75
C -0.20 5.67 -2.98
C 0.49 4.78 -3.78
C 0.61 3.48 -3.28
N 1.22 2.34 -3.80
H 1.49 -0.37 -4.10
H 2.55 -0.14 -2.71
H -0.20 -1.11 -2.68
H 1.89 -2.59 -2.73
H 0.48 -2.91 -1.69
H 1.84 -1.04 3.19
H 3.96 -1.34 4.56
H 5.30 -3.19 3.78
H 5.05 -4.12 1.47
H 3.42 -3.74 -0.86
H -1.06 3.66 -0.33
H -1.29 6.02 -1.17
H -0.32 6.69 -3.32
H 0.91 5.07 -4.73
H 1.68 2.26 -4.69
Br -1.60 -1.67 -0.18
*
```

***

[2]
ORCA calculation (the ωB97M-V functional and the def2-TZVPD basis) on a structure of composition C29H47Cl2GaN2PS at a distorted geometry.

Results
* LUMO level: 2.16 eV
* E_HOMO: -1.75 eV
* HOMO-LUMO gap: 3.91 eV
* energy: -4827.58528 a.u.
* energy relative to the best compared isomer or geometry (same formula, charge and spin): 0.1392 eV

Structure (ORCA input):
```
! RIJCOSX wB97M-V def2-TZVPD def2/J DEFGRID3
* xyz -1 1
P 0.11 -0.76 -1.15
C 1.65 -0.17 -2.13
C 1.91 -0.67 -3.57
C 3.30 -0.25 -4.08
C 3.60 1.24 -3.86
C 3.23 1.75 -2.47
C 1.81 1.35 -2.06
C -1.27 0.12 -2.07
C -1.12 0.18 -3.58
C -2.42 0.65 -4.24
C -2.89 1.98 -3.65
C -2.85 2.05 -2.11
C -1.53 1.53 -1.52
C -0.05 -2.44 -1.97
C 1.14 -3.32 -1.58
C 1.07 -4.67 -2.32
C -0.26 -5.40 -2.11
C -1.47 -4.48 -2.35
C -1.37 -3.14 -1.63
H 2.42 -0.63 -1.48
H 1.17 -0.26 -4.26
H 1.83 -1.76 -3.65
H 3.36 -0.48 -5.15
H 4.06 -0.86 -3.58
H 4.66 1.42 -4.04
H 3.04 1.82 -4.61
H 3.93 1.36 -1.72
H 3.32 2.85 -2.44
H 1.60 1.71 -1.04
H 1.09 1.84 -2.73
H -2.13 -0.51 -1.82
H -3.18 -0.13 -4.10
H -0.84 -0.80 -4.01
H -0.32 0.89 -3.84
H -2.25 0.75 -5.32
H -3.91 2.18 -3.99
H -2.25 2.78 -4.05
H -3.03 3.07 -1.78
H -3.66 1.43 -1.71
H -1.57 1.54 -0.42
H -0.71 2.21 -1.82
H -0.04 -2.27 -3.06
H 2.11 -2.84 -1.81
H 1.10 -3.48 -0.50
H 1.22 -4.50 -3.39
H 1.90 -5.30 -1.98
H -0.31 -5.81 -1.09
H -0.32 -6.26 -2.79
H -2.39 -4.99 -2.03
H -1.57 -4.30 -3.43
H -2.24 -2.52 -1.89
H -1.39 -3.28 -0.55
Ga -0.14 -0.32 1.89
Cl -1.97 -1.26 1.05
Cl 1.97 -0.34 1.27
C -0.67 1.29 2.87
H -1.32 1.13 3.74
C -0.43 2.65 2.63
C -1.03 3.56 3.58
C -1.15 4.90 3.28
C -0.63 5.41 2.06
C 0.08 4.56 1.18
C 0.23 3.21 1.47
H -1.44 3.12 4.50
H -1.66 5.57 3.99
H 0.51 4.98 0.26
H 0.80 2.53 0.82
H -0.79 6.45 1.81
S 0.22 -1.84 3.81
C 0.06 -1.08 5.36
N 0.77 0.02 5.70
C 0.82 0.60 7.04
C 0.26 -0.34 8.08
C -0.99 -1.04 7.60
N -0.73 -1.64 6.29
H 1.24 0.49 4.93
H 0.24 1.54 7.02
H 1.86 0.85 7.27
H 0.03 0.22 9.00
H 1.02 -1.09 8.34
H -1.83 -0.33 7.53
H -1.27 -1.85 8.27
H -1.36 -2.35 5.93
*
```

***

[3]
ORCA calculation (the ωB97M-V functional and the def2-TZVPD basis) on the ion C3H10N3 with charge +1 at a distorted geometry.

Results
* LUMO level: -3.88 eV
* E_HOMO: -13.14 eV
* structure (SMILES): NCCNC=[NH2+]
* HOMO-LUMO gap: 9.26 eV
* energy: -284.30337 a.u.
* energy relative to the best compared isomer or geometry (same formula, charge and spin): 1.9756 eV

Structure (ORCA input):
```
! RIJCOSX wB97M-V def2-TZVPD def2/J DEFGRID3
* xyz 1 1
C -1.86 -0.06 -0.03
C 0.29 0.84 -0.81
C 1.47 0.74 0.28
N -0.65 -0.23 -0.65
N -2.71 -1.09 0.22
N 1.76 -0.66 0.58
H -2.23 1.00 0.10
H 0.86 0.71 -1.71
H 0.00 1.93 -0.66
H 2.27 1.27 -0.35
H 1.37 1.23 1.24
H -3.74 -1.02 0.39
H -2.46 -2.05 0.08
H 2.56 -1.15 -0.03
H -0.33 -1.17 -0.94
H 2.11 -0.77 1.54
*
```

***

[4]
ORCA calculation (the ωB97M-V functional and the def2-TZVPD basis) on a structure of composition C2H3FORu at a distorted geometry.

Results
* LUMO level (spin up / spin down): -6.43 / -8.10 eV
* E_HOMO (spin up / spin down): -14.76 / -15.26 eV
* HOMO-LUMO gap (spin up / spin down): 8.33 / 7.15 eV
* expectation value of S²: 8.7886
* energy: -347.32800 a.u.
* energy relative to the best compared isomer or geometry (same formula, charge and spin): 2.1511 eV

Structure (ORCA input):
```
! RIJCOSX wB97M-V def2-TZVPD def2/J DEFGRID3
* xyz 1 6
Ru 0.69 -1.89 -0.50
O 1.09 -0.04 -0.46
C -0.12 0.47 -0.87
C -1.00 0.02 0.05
H -0.04 1.54 -1.13
H -2.04 0.32 -0.04
F 1.06 -0.76 1.84
H 0.36 0.35 1.11
*
```